Record 1
Here is 4 unconnected molecules or ions with the total composition C30H56F9N3O11 in a non-equilibrium geometry from OMol25. Energies are from ωB97M-V/def2-TZVPD.

XYZ file:
```
109
Properties=species:S:1:pos:R:3:forces:R:3
C -1.591671 -3.855309 5.449056 -0.19 -0.75 -0.23
C -2.110820 -4.134679 4.013875 0.81 0.65 0.87
C -2.026088 -2.964600 3.028980 0.78 -0.34 1.33
O -2.895946 -2.830903 2.254381 -1.72 0.65 -1.68
O -1.005815 -2.026591 3.034830 -0.11 -1.46 0.47
C 0.292071 -2.591324 3.260714 1.22 1.24 0.11
C 1.327060 -1.490439 2.846722 -1.77 -1.13 0.36
C 1.998598 -0.786428 4.031563 3.02 1.31 -2.48
C 1.249935 0.364210 4.753595 -1.31 -1.69 0.06
F 2.063910 1.310515 5.207244 0.71 0.18 0.52
F 0.476107 0.953639 3.821688 -0.37 0.16 -0.33
C 0.307365 -0.038414 5.918826 0.67 0.80 0.95
F -0.753022 -0.724106 5.525798 -0.21 -0.55 -0.68
F -0.160096 1.119715 6.440539 -0.01 0.43 0.08
C 0.974294 -0.797677 7.101626 -1.16 0.16 0.63
F 0.929463 -2.109022 6.867931 0.09 -0.61 -0.47
F 2.226259 -0.430920 7.329491 0.70 0.36 -0.20
C 0.192128 -0.595974 8.451921 0.97 -1.46 -0.48
F 0.480268 0.522412 9.039549 -0.04 1.48 0.30
F 0.593032 -1.576136 9.254408 0.50 -0.60 0.60
F -1.094830 -0.768053 8.297080 -1.30 0.45 -0.38
C 3.166129 -0.019884 3.324328 0.30 -0.21 -1.73
O 4.292057 -0.047405 4.208545 -1.27 0.01 0.44
C 4.079998 -1.129605 4.995256 -2.68 1.68 -2.57
O 4.829446 -1.594896 5.712381 3.18 -1.92 3.01
O 2.807969 -1.663153 4.803678 -0.77 0.34 0.61
H -1.903298 -2.873946 5.815744 0.23 -0.12 -0.12
H -2.042605 -4.606960 6.110357 0.10 0.20 -0.08
H -0.510957 -4.001515 5.523229 -0.22 0.29 0.14
H -3.174622 -4.363960 4.101964 0.18 -0.03 -0.44
H -1.585946 -4.992017 3.572594 -0.19 0.10 0.09
H 0.489601 -2.791634 4.320616 -0.38 -0.31 -0.28
H 0.458690 -3.490126 2.654727 -0.23 0.13 0.17
H 0.776429 -0.788071 2.209282 0.25 0.09 0.28
H 2.063195 -1.957494 2.188467 0.22 0.16 0.48
H 2.874133 0.937587 2.886718 0.42 0.27 0.85
H 3.542716 -0.564889 2.452123 -0.60 -0.15 0.13
C -1.451232 -1.165044 -0.133348 0.05 0.11 -0.32
O -0.760584 -2.015291 -1.040166 -0.13 0.05 0.19
C -1.121920 -3.387458 -0.916546 0.31 -0.16 -0.23
C -1.829627 -3.860332 -2.172901 -0.17 0.29 0.11
N -3.153050 -3.257191 -2.282351 0.12 -0.16 -0.15
C -3.801500 -3.481397 -3.572209 -0.07 0.24 0.20
C -3.160924 -2.841401 -4.803869 -0.34 -0.20 -0.21
O -3.213061 -1.424131 -4.806276 0.29 -0.12 0.02
C -2.133872 -0.790121 -4.139635 -0.30 0.26 -0.04
H -1.030570 -0.162732 -0.228129 0.06 -0.06 -0.09
H -2.517002 -1.114266 -0.378374 -0.05 -0.01 0.15
H -1.338526 -1.502206 0.891669 -0.08 0.03 0.01
H -1.730617 -3.570077 -0.026192 -0.12 0.14 -0.07
H -0.191424 -3.955787 -0.807873 -0.01 -0.02 0.00
H -1.932983 -4.949177 -2.141337 -0.02 0.00 -0.03
H -1.196221 -3.598836 -3.030659 0.17 -0.14 0.03
H -3.071019 -2.259088 -2.134867 -0.02 -0.04 0.07
H -4.817183 -3.085901 -3.484311 0.00 -0.03 -0.10
H -3.897235 -4.559192 -3.738458 0.08 0.00 -0.01
H -3.745441 -3.160241 -5.672042 0.00 0.03 0.01
H -2.139030 -3.195362 -4.981341 0.07 0.10 0.13
H -1.207563 -1.365586 -4.205107 -0.04 -0.07 0.08
H -2.390984 -0.604599 -3.093313 0.24 -0.04 0.09
H -1.969875 0.181101 -4.610125 -0.04 -0.04 -0.07
C -4.627647 4.587982 -2.093824 0.12 0.00 -0.16
O -3.957334 3.731466 -3.000454 -0.19 0.07 0.28
C -4.317909 2.359434 -2.859616 0.29 -0.20 -0.41
C -5.049498 1.880875 -4.102293 -0.17 0.25 0.18
N -6.374852 2.486679 -4.192246 0.12 -0.14 -0.09
C -7.043312 2.254271 -5.470999 -0.10 0.24 0.19
C -6.421714 2.883453 -6.717601 -0.30 -0.18 -0.19
O -6.472266 4.300603 -6.733979 0.25 -0.13 0.05
C -5.385549 4.947671 -6.094609 -0.24 0.20 -0.08
H -4.205315 5.586415 -2.202943 0.03 -0.04 -0.05
H -5.698395 4.638630 -2.316553 -0.05 -0.01 0.16
H -4.480914 4.259481 -1.060550 -0.08 0.01 0.02
H -4.908223 2.181636 -1.955923 -0.10 0.12 -0.06
H -3.386414 1.792811 -2.763891 -0.02 -0.01 0.03
H -5.153165 0.792605 -4.064224 0.01 0.00 -0.05
H -4.434503 2.137928 -4.974181 0.19 -0.15 0.05
H -6.289048 3.485748 -4.053368 -0.01 -0.03 0.02
H -8.057165 2.651426 -5.370802 0.00 -0.03 -0.10
H -7.142105 1.175443 -5.627119 0.09 0.00 -0.01
H -7.019857 2.557456 -7.573615 0.00 0.03 0.01
H -5.403093 2.526095 -6.906740 0.07 0.09 0.13
H -4.459642 4.372176 -6.169472 -0.03 -0.06 0.07
H -5.615805 5.151053 -5.045621 0.19 -0.05 0.07
H -5.234509 5.909873 -6.586220 -0.03 -0.04 -0.05
C 9.024875 0.125597 -1.560526 0.01 0.06 0.19
O 8.938210 1.318341 -0.801446 -0.05 -0.17 -0.27
C 8.505507 2.445063 -1.558250 0.07 0.33 0.33
C 7.147107 2.916539 -1.073925 -0.03 -0.35 -0.07
N 6.104611 1.957553 -1.427681 0.01 0.21 0.12
C 4.813818 2.229792 -0.800551 0.06 -0.31 -0.13
C 4.728575 2.104790 0.720484 -0.39 0.12 -0.07
O 4.896074 0.778843 1.200545 0.37 0.30 -0.10
C 6.244587 0.393073 1.430778 -0.16 -0.33 0.02
H 9.467388 -0.642075 -0.926806 0.00 0.07 0.04
H 8.033122 -0.214829 -1.876114 0.05 -0.04 -0.16
H 9.663966 0.263155 -2.437508 -0.06 -0.04 -0.05
H 8.491898 2.233690 -2.631345 -0.09 -0.12 0.04
H 9.232509 3.244280 -1.386003 0.00 0.00 -0.04
H 6.916783 3.882331 -1.532738 -0.04 -0.01 0.01
H 7.210831 3.057289 0.012551 0.14 0.17 0.00
H 6.405310 1.030864 -1.152721 0.01 0.02 -0.05
H 4.100666 1.521470 -1.231380 -0.07 0.05 0.06
H 4.480692 3.229633 -1.095610 0.06 0.03 0.05
H 3.713480 2.397810 1.009187 0.00 -0.01 -0.01
H 5.401406 2.795436 1.240043 0.14 -0.10 -0.03
H 6.868553 1.235491 1.735425 -0.01 0.03 -0.08
H 6.667170 -0.086837 0.545084 0.16 0.11 0.00
H 6.247398 -0.346139 2.233285 -0.05 0.06 0.04
```
Positions in Å, forces in eV/Å.

The SMILES is CCC(=O)OCC[C@]1(C(F)(F)C(F)(F)C(F)(F)C(F)(F)F)COC(=O)O1.COCCNCCOC.COCCNCCOC.COCCNCCOC.



Record 2
Here is 3 unconnected molecules or ions with the total composition C5H17NO2 in a non-equilibrium geometry from OMol25. Energies are from ωB97M-V/def2-TZVPD.

XYZ file:
```
25
Properties=species:S:1:pos:R:3:forces:R:3
C -1.658411 -0.884440 0.898921 1.01 -1.61 1.09
C -0.483882 -0.376242 0.072904 -1.59 2.09 0.42
C 0.816831 -0.164362 0.882347 0.82 -0.97 -0.60
C 1.922652 0.456149 -0.026468 -0.73 1.53 1.32
C 1.374040 -1.497393 1.469502 -1.21 -0.51 -1.00
N -0.395822 -1.069965 -1.205844 1.43 0.80 -0.01
H -1.734754 -0.322649 1.825197 -0.23 0.34 0.02
H -2.581713 -0.826004 0.348535 -0.37 0.09 -0.18
H -1.506170 -1.946974 1.247404 -0.18 0.81 -0.54
H -0.869005 0.653498 -0.192294 0.78 -0.79 0.36
H 0.643024 0.472042 1.755314 -0.43 0.29 -0.47
H 1.637548 1.427687 -0.474027 -0.33 -0.93 -0.47
H 2.367270 -0.260406 -0.674199 -0.13 -0.48 -1.12
H 2.767901 0.802802 0.538269 0.52 -0.19 0.97
H 0.627344 -2.322378 1.438701 0.28 0.54 -0.11
H 2.165788 -1.791445 0.786809 0.47 -0.39 0.52
H 1.654557 -1.455330 2.511000 0.57 0.29 0.10
H 0.412419 -1.661898 -1.281054 0.03 -0.38 -0.05
H -1.233487 -1.550334 -1.432746 -0.55 -0.57 -0.10
H -1.554368 2.482860 0.308989 0.50 0.09 0.54
H -1.853733 2.470026 -1.149653 0.42 0.01 -0.72
O -2.279994 2.522578 -0.299861 -0.99 0.11 0.20
H -0.178317 0.958723 -2.043972 0.04 -0.04 0.27
H 0.041626 1.959634 -3.131822 -0.04 0.35 0.36
O -0.101354 1.923823 -2.171961 -0.08 -0.48 -0.81
```
Positions in Å, forces in eV/Å.

The SMILES is CC(C)[C@H](C)N.O.O.



Record 3
Here is a single C5H7N molecule from OMol25. Energies are from ωB97M-V/def2-TZVPD.

XYZ file:
```
13
Properties=species:S:1:pos:R:3:forces:R:3
C -0.839312 -1.149053 1.186337 -0.02 -0.08 0.04
C -0.360609 0.110539 0.474296 -0.10 -0.06 0.04
C -0.396846 0.073622 -1.019166 0.26 0.18 0.13
N 0.700354 0.638348 -1.418876 -0.22 -0.07 -0.01
C 1.521319 1.044489 -0.308118 0.22 0.02 0.16
C 0.974236 0.703728 0.888061 0.05 -0.04 -0.48
H -0.775747 -0.980462 2.263042 -0.04 -0.05 -0.13
H -1.869343 -1.410521 0.916943 0.15 0.04 0.06
H -0.190259 -1.996064 0.942357 -0.08 0.12 0.04
H -1.135932 -0.297835 -1.722768 0.10 0.05 0.15
H 0.928882 0.778634 -2.398758 -0.03 0.00 0.15
H 2.457481 1.527143 -0.562394 -0.12 -0.06 0.00
H -1.014225 0.957434 0.759044 -0.16 -0.06 -0.15
```
Positions in Å, forces in eV/Å.



Energy across the listed records, respectively: -3067.23420, -405.92012, -249.34590 hartree.